Record 1
{"formula": "C29H47Cl2FMgN3O4Si", "method": "ωB97M-V with the def2-TZVPD basis set", "symbols": ["C", "C", "H", "H", "H", "C", "C", "H", "H", "H", "H", "Mg", "Cl", "C", "O", "N", "C", "C", "H", "H", "H", "H", "H", "H", "H", "H", "H", "C", "C", "N", "H", "C", "O", "H", "H", "H", "H", "H", "H", "C", "C", "N", "H", "C", "O", "H", "H", "H", "H", "O", "C", "C", "C", "H", "C", "H", "C", "H", "C", "C", "H", "H", "H", "Si", "Cl", "C", "C", "C", "H", "H", "H", "H", "H", "H", "H", "H", "H", "F", "C", "C", "C", "C", "C", "C", "H", "H", "H", "H"], "coordinates": [[3.02868, -2.09217, -3.73162], [2.22828, -1.71567, -4.93572], [3.29958, -3.14817, -3.76712], [2.43908, -1.95167, -2.82782], [3.94168, -1.51337, -3.63322], [2.23948, -2.35177, -6.10792], [3.03088, -3.55187, -6.49462], [1.59298, -1.96027, -6.88932], [3.11088, -4.25207, -5.66012], [4.05328, -3.27277, -6.75832], [2.60948, -4.08707, -7.34042], [-0.32792, -0.31437, 3.53878], [1.15278, -0.74177, 1.83348], [-0.63182, 1.83763, 1.64468], [-1.29862, 1.06353, 2.35618], [-1.18292, 2.70463, 0.79618], [-2.55022, 2.55473, 0.33948], [-0.42522, 3.82723, 0.28478], [0.45528, 1.84293, 1.68418], [-3.07282, 1.88583, 1.01178], [-2.56592, 2.14033, -0.66842], [-3.05232, 3.52223, 0.32568], [0.54958, 3.85993, 0.76038], [-0.94522, 4.76373, 0.48778], [-0.28572, 3.73483, -0.79242], [-4.09982, 1.83683, 6.68698], [-2.21602, 1.94633, 8.67508], [-3.82792, 0.78263, 6.74048], [-1.99752, 0.91313, 8.40448], [-2.41792, 0.64503, 7.04528], [-4.02782, 0.31023, 5.78668], [-1.53202, 0.30023, 6.11028], [-1.84062, 0.07843, 4.92488], [-0.92922, 0.74813, 8.49828], [-0.50092, 0.21953, 6.44778], [-4.43082, 0.30813, 7.51498], [-2.51632, 0.25573, 9.10268], [0.62568, -4.90847, 2.31648], [-0.44922, -3.41247, 0.36268], [-0.36602, -4.94387, 2.76658], [-1.36552, -3.77397, 0.82628], [-1.17832, -3.85657, 2.26458], [-0.25852, -4.85937, 3.84358], [-1.55792, -2.86577, 3.06108], [-1.66542, -1.67817, 2.69418], [-2.15712, -3.06717, 0.61348], [-1.81342, -3.17377, 4.07798], [-0.82582, -5.90297, 2.53048], [-1.60792, -4.75737, 0.42478], [0.02618, -0.89387, -4.34692], [1.33048, -0.51107, -4.76042], [0.15698, 0.18283, -6.90122], [1.24008, 0.29183, -6.03992], [-0.65612, -0.47637, -6.63782], [0.12038, 0.91643, -8.08022], [1.77548, 0.13383, -3.99542], [2.28698, 1.14643, -6.37632], [-0.73042, 0.82253, -8.74282], [1.16428, 1.76713, -8.40912], [2.25068, 1.88043, -7.55032], [3.14108, 1.22703, -5.71492], [1.13438, 2.33873, -9.32752], [3.07038, 2.54273, -7.79662], [-0.87812, -0.09567, -3.18782], [0.48038, -1.97667, 4.95228], [-2.62972, -0.66167, -3.51642], [-0.72362, 1.76163, -3.39892], [-0.36522, -0.58517, -1.45242], [-2.86012, -0.63657, -4.58072], [-3.35432, -0.02997, -3.00272], [-2.78172, -1.68387, -3.17102], [-0.46782, -1.65867, -1.29802], [-0.98992, -0.08637, -0.71022], [0.66968, -0.31727, -1.24982], [-0.85212, 2.05933, -4.43912], [0.24328, 2.13073, -3.06032], [-1.48812, 2.27593, -2.81582], [3.95208, 3.66943, 6.46318], [3.05638, 2.86953, 5.83288], [2.26678, 3.36773, 4.79538], [1.32528, 2.55353, 4.16008], [1.14728, 1.20123, 4.52608], [1.99308, 0.72363, 5.57338], [2.91728, 1.54463, 6.22088], [2.37818, 4.40223, 4.49858], [0.74228, 3.00743, 3.38908], [1.95668, -0.28447, 5.93968], [3.51448, 1.15143, 7.03538]], "mulliken_charge": [-1.338, 0.056, 0.412, 0.260, 0.258, 0.105, -1.421, 0.284, 0.348, 0.271, 0.370, 1.721, -0.654, -0.301, -0.941, 0.342, -0.959, -0.970, 0.644, 0.266, 0.114, 0.438, 0.341, 0.356, 0.263, 0.306, 0.324, -0.981, -0.960, 0.277, 0.257, 0.511, -1.041, 0.292, -0.115, 0.344, 0.322, 0.291, 0.349, -0.943, -1.089, 0.309, 0.324, -0.285, -0.641, 0.272, 0.646, 0.336, 0.352, -0.537, 0.503, 0.141, -0.347, 0.469, -0.807, 0.697, -0.463, 0.401, -0.385, -0.709, 0.402, 0.385, 0.401, 0.306, -0.638, -1.096, -1.074, -0.300, 0.276, 0.331, 0.321, -0.107, 0.050, 0.327, 0.418, 0.304, 0.459, -0.366, 0.368, -0.648, -0.317, 0.142, -0.434, -0.662, 0.375, 0.407, 0.289, 0.388], "gap_ev": 5.769, "charge": -1, "homo_ha": -0.1295}

---

Record 2
{"formula": "C5H14N2O", "method": "ωB97M-V with the def2-TZVPD basis set", "symbols": ["C", "C", "O", "C", "C", "N", "C", "N", "H", "H", "H", "H", "H", "H", "H", "H", "H", "H", "H", "H", "H", "H"], "coordinates": [[0.78722, 1.75247, 2.10972], [0.56496, 1.84532, 0.61204], [0.36141, 3.24602, 0.27847], [-0.41799, 0.90076, -0.05365], [-0.30064, -0.58310, 0.41949], [-1.02160, -1.43178, -0.58729], [-0.69267, -2.81243, -0.82800], [0.57544, -2.83944, -1.73797], [1.44855, 0.98514, 2.33802], [1.33998, 2.60954, 2.48422], [-0.19427, 1.72558, 2.70510], [1.67376, 1.68557, 0.15510], [-0.59281, 3.42540, -0.05634], [-1.34606, 1.44843, -0.31579], [0.01171, 0.66968, -1.13305], [-1.06645, -0.73266, 1.28235], [0.73972, -0.82188, 0.67961], [-1.01391, -0.97816, -1.58050], [-0.50636, -3.50496, -0.10862], [-1.54041, -3.28326, -1.44681], [1.12671, -3.64046, -1.87871], [0.50632, -2.27561, -2.63312]], "mulliken_charge": [-1.370, 0.519, -0.547, -0.603, -0.298, -0.330, -0.493, -0.507, 0.391, 0.428, 0.239, 0.107, 0.317, 0.197, 0.194, 0.208, 0.318, 0.245, 0.455, 0.220, 0.156, 0.152], "smiles": "C[C@H](O)CCNCN", "gap_ev": 9.920, "de_lowest_kj_mol": 381.94, "homo_ha": -0.3295}

---

Record 3
{"formula": "C19H23BrCl2MnN2O2S", "method": "ωB97M-V with the def2-TZVPD basis set", "symbols": ["Mn", "C", "N", "C", "C", "C", "N", "C", "C", "H", "H", "H", "H", "H", "H", "H", "H", "H", "H", "H", "H", "H", "H", "H", "H", "Cl", "C", "C", "C", "C", "C", "Cl", "C", "S", "H", "H", "H", "Br", "C", "C", "C", "C", "C", "C", "C", "O", "O", "H", "H", "H", "H"], "coordinates": [[-0.34784, 0.32780, 0.16280], [-2.20901, -2.29716, -0.53864], [-1.93907, -1.46824, 0.64214], [-3.21348, -0.89464, 1.09955], [-1.33250, -2.28361, 1.69200], [-0.74120, -1.42405, 2.78823], [0.28433, -0.50232, 2.28526], [1.56292, -1.21168, 2.10183], [0.47698, 0.57992, 3.26008], [-2.90748, -3.10805, -0.29099], [-1.28112, -2.71550, -0.91696], [-2.63886, -1.68219, -1.32659], [-3.91434, -1.69388, 1.37543], [-3.65323, -0.29856, 0.30369], [-3.06641, -0.23611, 1.95146], [-0.55835, -2.90351, 1.23691], [-2.07512, -2.96630, 2.12776], [-0.31424, -2.06398, 3.57002], [-1.52592, -0.83062, 3.25581], [1.89754, -1.63968, 3.05570], [2.31616, -0.52782, 1.72450], [1.46193, -2.00849, 1.36912], [0.75048, 0.17686, 4.24311], [-0.44235, 1.15796, 3.35082], [1.26870, 1.24446, 2.92473], [1.04739, 2.53708, 0.51510], [-0.09508, 3.84975, 0.34757], [0.43962, 5.12376, 0.37163], [-0.40682, 6.20762, 0.23134], [-1.76426, 5.98954, 0.07015], [-2.26958, 4.70044, 0.04779], [-3.98418, 4.52636, -0.15894], [-1.45616, 3.56141, 0.18581], [-2.13947, 1.95184, 0.17082], [1.50664, 5.25860, 0.49316], [-0.01074, 7.21462, 0.24578], [-2.44705, 6.82087, -0.04310], [3.79437, 0.63291, -2.85132], [3.13002, -1.10773, -3.18520], [3.84240, -1.90325, -4.06958], [3.38794, -3.17842, -4.37056], [2.21112, -3.64760, -3.80382], [1.49882, -2.83571, -2.93631], [1.95414, -1.56405, -2.60026], [1.15630, -0.77637, -1.60358], [1.73669, -0.24403, -0.62665], [-0.09754, -0.71378, -1.74503], [4.74714, -1.51930, -4.52009], [3.95182, -3.79929, -5.05540], [1.84552, -4.63763, -4.04394], [0.56242, -3.17824, -2.51314]], "mulliken_charge": [0.418, -1.192, 0.986, -1.579, -0.963, -1.081, 1.048, -1.496, -1.296, 0.370, 0.223, 0.352, 0.331, 0.454, 0.402, 0.432, 0.379, 0.368, 0.478, 0.382, 0.380, 0.353, 0.325, 0.334, 0.386, -0.210, 0.993, -0.918, -0.309, -0.774, 0.225, -0.216, -0.036, -0.298, 0.400, 0.368, 0.403, -0.168, 0.247, -0.488, -0.422, -0.786, -0.285, 0.171, 1.293, -0.610, -0.848, 0.401, 0.377, 0.399, 0.298], "gap_ev": [8.116, 8.290], "homo_ha": [-0.2768, -0.2834], "spin_multiplicity": 6}

---

Record 4
{"formula": "C43H40NiO5PS2", "method": "ωB97M-V with the def2-TZVPD basis set", "symbols": ["Ni", "O", "C", "O", "C", "C", "C", "C", "C", "C", "P", "C", "C", "C", "C", "C", "C", "C", "C", "C", "C", "C", "C", "H", "H", "H", "H", "H", "H", "H", "H", "H", "H", "H", "H", "H", "H", "O", "S", "C", "C", "C", "C", "S", "O", "C", "C", "C", "C", "C", "C", "C", "C", "C", "C", "C", "C", "H", "H", "H", "H", "H", "H", "H", "H", "H", "H", "H", "H", "H", "H", "H", "H", "H", "H", "C", "C", "O", "C", "C", "C", "C", "C", "C", "H", "H", "H", "H", "H", "H", "H", "H"], "coordinates": [[0.05946, 0.23593, 0.46622], [3.81189, 0.20215, 1.21448], [2.77492, -0.28073, 1.62565], [1.77060, -0.66950, 0.91153], [2.58124, -0.49172, 3.11932], [3.71203, -0.60694, 3.91884], [3.59795, -0.75758, 5.29069], [2.34308, -0.75662, 5.88636], [1.20915, -0.61848, 5.10208], [1.31186, -0.49925, 3.71368], [-0.21666, -0.39396, 2.72884], [-0.95893, -2.05333, 2.80296], [-2.06725, -2.30181, 1.99039], [-2.69788, -3.53521, 2.02010], [-2.21049, -4.54469, 2.84034], [-1.09042, -4.31521, 3.62546], [-0.46836, -3.07371, 3.61229], [-1.33055, 0.69768, 3.70000], [-0.82181, 1.80028, 4.38615], [-1.67051, 2.73941, 4.95675], [-3.04576, 2.59172, 4.85210], [-3.56485, 1.49489, 4.17662], [-2.71551, 0.56062, 3.60126], [4.67946, -0.56465, 3.43620], [4.48570, -0.86648, 5.90035], [2.24592, -0.86254, 6.95881], [0.23384, -0.61067, 5.57428], [-2.41722, -1.53524, 1.30946], [-3.56007, -3.71362, 1.39051], [-2.69877, -5.51002, 2.86071], [-0.69644, -5.10276, 4.25400], [0.40988, -2.91454, 4.22374], [0.24761, 1.93145, 4.49310], [-1.25208, 3.58114, 5.49335], [-3.70857, 3.31589, 5.30699], [-4.63632, 1.35794, 4.10587], [-3.14356, -0.28732, 3.08386], [-1.92276, 0.75415, 0.25783], [-3.21703, 1.40924, -0.15522], [-3.07096, 3.12912, 0.34789], [-1.79010, 3.79613, -0.15140], [-0.93078, 4.31316, 0.99662], [0.43303, 4.79917, 0.52899], [1.57624, 3.39170, 0.20004], [0.72936, 2.15157, 0.39524], [2.58248, 3.57817, 1.64578], [3.73322, 4.34765, 1.55436], [4.49273, 4.53697, 2.69849], [4.10131, 3.95705, 3.89962], [2.95156, 3.18345, 3.96650], [2.18450, 2.99020, 2.82840], [-3.14734, 1.61470, -1.91908], [-2.05679, 1.13762, -2.62366], [-2.02940, 1.28607, -4.00441], [-3.08638, 1.90162, -4.65719], [-4.18456, 2.35996, -3.93788], [-4.22598, 2.21032, -2.56175], [-3.11137, 3.07366, 1.43973], [-3.98792, 3.61003, 0.00358], [-2.03419, 4.61381, -0.83233], [-1.20914, 3.07483, -0.72746], [-0.80399, 3.52782, 1.74584], [-1.43465, 5.14415, 1.49706], [0.92540, 5.40976, 1.28268], [0.36963, 5.36888, -0.39895], [4.04323, 4.77630, 0.60907], [5.39899, 5.12499, 2.65006], [4.70583, 4.10144, 4.78509], [2.65941, 2.71334, 4.89707], [1.29293, 2.38164, 2.84314], [-1.25261, 0.64019, -2.09747], [-1.18465, 0.91319, -4.56814], [-3.06378, 2.01471, -5.73254], [-5.01491, 2.82441, -4.45210], [-5.09105, 2.54623, -2.00207], [0.21236, -3.79225, -0.69306], [0.39342, -2.33434, -0.97781], [-0.39191, -1.53770, -0.45555], [1.47527, -1.88265, -1.87458], [2.51189, -2.74371, -2.22348], [3.55091, -2.29694, -3.02515], [3.54961, -0.99350, -3.49634], [2.50608, -0.13275, -3.17327], [1.47944, -0.57885, -2.36676], [-0.68838, -3.93516, -0.10343], [1.07179, -4.14472, -0.11769], [0.16811, -4.37516, -1.61298], [2.52852, -3.75942, -1.85352], [4.36265, -2.96538, -3.27697], [4.36239, -0.64518, -4.11963], [2.50365, 0.88275, -3.54515], [0.66199, 0.09360, -2.12792]], "mulliken_charge": [2.391, -0.730, -0.478, -0.122, -0.056, -0.690, -0.781, -0.768, -0.488, 0.209, 2.999, 0.862, -0.082, -0.966, -0.725, -0.771, -0.851, 0.431, -0.106, -0.712, -0.698, -0.712, -0.699, 0.502, 0.436, 0.484, 0.565, 0.070, 0.453, 0.414, 0.466, 0.347, 0.057, 0.486, 0.402, 0.492, 0.368, -0.275, -0.002, -0.767, -0.108, -0.367, -1.130, -0.058, -0.671, 0.735, -0.595, -0.658, -0.790, -0.565, 0.571, 0.747, -0.474, -0.700, -0.535, -0.672, -0.863, 0.383, 0.585, 0.473, -0.077, -0.252, 0.763, 0.490, 0.608, 0.449, 0.418, 0.428, 0.449, -0.468, 0.829, 0.527, 0.411, 0.406, 0.428, -1.869, 0.910, -0.532, 0.722, -0.847, -0.816, -0.489, -1.149, 0.265, 0.276, 0.417, 0.455, 0.434, 0.421, 0.419, 0.468, 0.247], "gap_ev": [8.092, 8.422], "charge": 1, "de_lowest_kj_mol": 11.73, "homo_ha": [-0.3823, -0.4031], "spin_multiplicity": 3}

---

Number 1: total energy -84588.056 eV. Number 2: total energy -10437.070 eV. Number 3: total energy -164397.254 eV. Number 4: total energy -127476.060 eV.